The following is a quantum chemistry calculation of a 5-piece molecular cluster, C27H34BN2OP overall in a non-equilibrium geometry, from the Open Molecules 2025 dataset.

```
! RIJCOSX wB97M-V def2-TZVPD def2/J DEFGRID3
* xyz 0 1
C 1.3243 0.2792 1.9461
C 1.4024 -1.1956 2.1234
N 2.3679 -1.9575 1.7560
C 0.2786 -1.9923 2.8020
P -1.1996 -1.0804 3.3909
B -2.6814 -1.6833 2.3323
N -4.0327 -1.2646 2.6437
O -2.4071 -2.4507 1.2458
H 0.3801 0.5877 1.4815
H 1.3674 0.8114 2.9119
H 2.1600 0.6171 1.3130
H 3.1231 -1.4222 1.3198
H 0.7442 -2.4716 3.6739
H -0.0215 -2.7945 2.1171
H -1.4719 -1.6877 4.6180
H -4.4124 -0.5404 2.0451
H -4.1306 -0.9009 3.5837
H -3.1009 -2.4947 0.6073
C -1.9617 1.8206 5.7487
C -0.6449 1.6341 6.1417
C -0.1267 2.3681 7.1994
C -0.9276 3.2840 7.8671
C -2.2458 3.4698 7.4745
C -2.7621 2.7394 6.4132
H -2.3547 1.2487 4.9174
H -0.0246 0.9179 5.6175
H 0.9026 2.2268 7.5034
H -0.5239 3.8545 8.6935
H -2.8702 4.1842 7.9953
H -3.7893 2.8873 6.1045
C 0.1649 3.5873 -0.0847
C 0.8955 3.1791 -1.1932
C 0.5148 2.0453 -1.8980
C -0.6012 1.3234 -1.5019
C -1.3360 1.7423 -0.4030
C -0.9538 2.8693 0.3106
H 0.4648 4.4678 0.4683
H 1.7625 3.7455 -1.5075
H 1.0830 1.7228 -2.7606
H -0.9015 0.4430 -2.0565
H -2.2083 1.1831 -0.1015
H -1.5226 3.1860 1.1766
C 2.5997 -4.7079 -3.2556
C 2.8179 -4.2579 -1.9645
C 2.0215 -3.2570 -1.4278
C 0.9893 -2.7126 -2.1916
C 0.7746 -3.1633 -3.4918
C 1.5863 -4.1563 -4.0221
H 3.2277 -5.4859 -3.6706
H 3.6163 -4.6855 -1.3718
H 2.2100 -2.8852 -0.4274
H 0.3646 -1.9311 -1.7745
H -0.0195 -2.7325 -4.0894
H 1.4296 -4.5009 -5.0366
C 0.8818 1.5077 -5.8375
C 1.0714 0.1812 -5.4715
C 0.9050 -0.8303 -6.4109
C 0.5536 -0.5087 -7.7149
C 0.3768 0.8183 -8.0798
C 0.5408 1.8259 -7.1432
H 1.0038 2.2976 -5.1068
H 1.3447 -0.0780 -4.4553
H 1.0569 -1.8611 -6.1167
H 0.4214 -1.2929 -8.4484
H 0.1084 1.0678 -9.0983
H 0.3946 2.8593 -7.4289
*
```

LUMO energy	0.3	eV
frontier orbital gap	9.087	eV
SMILES	[H]/N=C(\C)CPB(N)O.c1ccccc1.c1ccccc1.c1ccccc1.c1ccccc1
HOMO level	-8.81	eV
energy	-1600.24407	Eh

The following is a quantum chemistry calculation of one molecule with the formula C19H29N5O2 in a non-equilibrium geometry, from the Open Molecules 2025 dataset.

```
! RIJCOSX wB97M-V def2-TZVPD def2/J DEFGRID3
* xyz 0 1
C -5.1467 -2.2679 -0.1413
N -5.0285 -1.0526 0.6294
C -3.8757 -0.4011 0.8755
O -3.8529 0.6751 1.4553
C -2.6083 -1.0859 0.3972
C -1.3736 -0.3761 0.9450
C -0.1415 -0.9198 0.3332
N -0.0467 -1.6644 -0.7177
N 1.2676 -1.9196 -0.9089
C 1.9138 -1.3219 0.0340
O 1.0743 -0.6597 0.8693
C 3.3773 -1.2871 0.2455
H 3.5917 -1.5207 1.2909
H 3.8175 -2.0501 -0.3943
C 3.9374 0.1009 -0.0924
H 3.4049 0.8438 0.5073
C 5.4387 0.2251 0.1851
C 5.8701 1.6905 0.0821
C 7.3596 1.8470 0.3733
C 8.1838 0.9997 -0.5900
C 7.7642 -0.4629 -0.4930
C 6.2732 -0.6165 -0.7818
H 5.9983 -1.6692 -0.7004
H 6.0675 -0.2942 -1.8052
H 8.3396 -1.0640 -1.2000
H 7.9780 -0.8343 0.5122
H 9.2466 1.0997 -0.3602
H 8.0266 1.3551 -1.6109
H 7.6445 2.8975 0.2853
H 7.5634 1.5303 1.3989
H 5.2930 2.2958 0.7849
H 5.6577 2.0559 -0.9254
H 5.6337 -0.1206 1.2071
H 3.7416 0.3171 -1.1449
H -1.4467 0.6949 0.7331
H -1.3152 -0.4799 2.0309
H -2.5686 -1.0641 -0.6938
H -2.6082 -2.1310 0.7078
C -6.2822 -0.5026 1.1329
C -7.0796 0.1036 0.0297
N -7.8905 -0.5785 -0.7458
C -8.3801 0.3077 -1.6479
C -7.8500 1.5435 -1.4140
N -7.0112 1.4071 -0.3453
C -6.2517 2.4634 0.2665
H -6.8317 2.9434 1.0595
H -6.0041 3.2108 -0.4862
H -5.3291 2.0682 0.6934
H -7.9936 2.4836 -1.9058
H -9.0762 -0.0001 -2.4016
H -6.0373 0.2384 1.8957
H -6.8599 -1.3161 1.5790
H -4.4428 -2.2783 -0.9709
H -6.1583 -2.3100 -0.5451
H -4.9736 -3.1492 0.4830
*
```

LUMO energy	0.8	eV
frontier orbital gap	9.379	eV
SMILES	CN(Cc1nccn1C)C(=O)CCc1nnc(CCC2CCCCC2)o1
HOMO level	-8.62	eV
energy	-1165.68828	Eh
ΔE to the lowest compared entry with this formula, charge and spin	0.000	eV

The following is a quantum chemistry calculation of C38H41BrCsN7OS4 as an isolated structure, from the Open Molecules 2025 dataset.

```
! RIJCOSX wB97M-V def2-TZVPD def2/J DEFGRID3
* xyz -2 1
Cs 0.4079 0.0186 0.6796
S 2.2017 2.8679 0.5127
C 3.8817 2.6753 0.4089
C 4.7207 3.7068 0.8833
C 6.0871 3.6156 0.8532
C 6.7039 2.4754 0.3434
C 5.9125 1.4508 -0.1436
C 4.5313 1.5449 -0.1376
S 3.6114 0.1598 -0.7688
C 3.1381 0.7459 -2.4562
C 2.0413 1.7586 -2.5190
C 2.3392 3.1104 -2.6745
C 1.2936 3.9989 -2.8328
C -0.0017 3.5168 -2.8049
C -0.2146 2.1508 -2.6364
C -1.5982 1.6130 -2.6013
S -2.1522 1.5207 -0.8451
C -3.5574 0.4284 -0.7938
C -4.5164 0.8430 0.1176
C -5.6024 0.0564 0.4543
C -5.7236 -1.1935 -0.1421
C -4.7985 -1.6018 -1.0705
C -3.6868 -0.8200 -1.4444
S -2.6484 -1.4336 -2.6487
N 0.7979 1.2977 -2.5153
H 4.2285 4.5785 1.2925
H 6.6932 4.4321 1.2321
H 7.7831 2.3931 0.3294
H 6.3728 0.5507 -0.5310
H 2.8162 -0.1676 -2.9617
H 4.0583 1.1359 -2.8994
H 3.3657 3.4448 -2.6581
H 1.4831 5.0547 -2.9702
H -0.8444 4.1832 -2.9108
H -1.6614 0.5888 -2.9867
H -2.2918 2.2804 -3.1178
H -4.3832 1.8128 0.5809
H -6.3361 0.4045 1.1718
H -6.5468 -1.8462 0.1310
H -4.8805 -2.5760 -1.5356
Br -6.2321 -4.2112 3.6175
C -4.7563 -3.2248 2.9152
C -4.5637 -1.9044 3.3026
C -3.4917 -1.2367 2.7448
N -2.6376 -1.7896 1.8913
C -2.8365 -3.0572 1.5457
C -3.8825 -3.8283 2.0182
H -5.2229 -1.4257 4.0122
H -3.3006 -0.2023 2.9944
H -2.1213 -3.4670 0.8468
H -4.0116 -4.8557 1.7071
C 3.6509 -5.6525 0.2872
N 2.2778 -5.2429 0.3746
C 1.7499 -4.0727 -0.1105
N 2.6317 -3.2750 -0.7997
O 0.5627 -3.8577 -0.0093
H 3.7070 -6.7261 0.4691
H 4.2962 -5.1387 1.0098
H 4.0188 -5.4510 -0.7189
H 1.6890 -5.7065 1.0454
H 3.5427 -3.1508 -0.3862
H 2.2310 -2.3854 -1.0684
N -2.0882 3.7250 3.9592
C -0.7490 3.9781 4.1198
C -0.0988 3.0031 3.4213
N -1.0039 2.1700 2.8451
C -2.1755 2.6199 3.1730
H -2.8480 4.2630 4.3449
H -0.3961 4.8123 4.6946
H 0.9529 2.8574 3.2753
H -3.1118 2.2020 2.8599
C -0.3342 0.5995 6.4191
N -0.6386 -0.5898 5.6664
C -0.7590 -1.7759 6.4713
C 0.0918 -0.7548 4.4152
C 1.5951 -0.9871 4.3792
C 2.3849 -1.0344 5.5181
C 3.7576 -1.2170 5.4188
C 4.3383 -1.3525 4.1747
C 3.5330 -1.3136 3.0412
C 2.1517 -1.1345 3.0914
H -1.1972 0.8554 7.0459
H -0.1497 1.4174 5.7256
H 0.5398 0.5132 7.0829
H -1.5327 -1.6225 7.2313
H 0.1666 -2.0749 6.9893
H -1.0671 -2.5980 5.8261
H -0.1165 0.1445 3.8301
H -0.3927 -1.5819 3.8836
H 1.9674 -0.9248 6.5136
H 4.3631 -1.2423 6.3219
H 5.4150 -1.4861 4.0898
H 4.0219 -1.4149 2.0703
*
```

LUMO energy	3.5	eV
frontier orbital gap	4.434	eV
HOMO level	-0.98	eV
energy	-6118.10950	Eh
ΔE to the lowest compared entry with this formula, charge and spin	2.004	eV

The following is a quantum chemistry calculation of C43H41KN2PS5Sb as an isolated structure in a non-equilibrium geometry, from the Open Molecules 2025 dataset.

```
! RIJCOSX wB97M-V def2-TZVPD def2/J DEFGRID3
* xyz -2 1
K -0.1199 -0.1796 0.7526
N -3.7382 -0.5276 -0.4508
P -2.4224 -1.6961 -0.1992
C -1.9165 -1.9136 -1.9167
C -1.6100 -0.7091 -2.7024
C -1.0821 -0.9201 -4.1205
C -0.8710 -2.2997 -4.5524
C -0.9521 -3.3224 -3.6579
C -1.4065 -3.1258 -2.3384
C -3.3632 -3.1951 0.0837
C -3.2191 -3.9254 1.2727
C -4.0401 -4.9946 1.5436
C -5.0525 -5.3566 0.6492
C -5.2071 -4.6384 -0.5315
C -4.3822 -3.5753 -0.8169
C -3.5531 0.7492 0.0073
C -4.6016 1.5196 0.5045
C -4.3715 2.8352 0.8547
C -3.0646 3.3327 0.7232
C -2.0818 2.4822 0.2873
N -2.2802 1.2098 -0.0733
H -4.6516 -0.9105 -0.2163
H -2.2813 0.1250 -2.5207
H -1.4035 -0.2342 -4.9019
H -0.6417 -2.4802 -5.5931
H -0.7516 -4.3367 -3.9830
H -1.4996 -3.9878 -1.6888
H -2.4402 -3.6414 1.9705
H -3.9106 -5.5641 2.4545
H -5.7093 -6.1875 0.8735
H -5.9862 -4.9227 -1.2320
H -4.4892 -3.0199 -1.7390
H -5.5866 1.0819 0.5991
H -5.1734 3.4606 1.2213
H -2.8397 4.3553 0.9853
H -1.0591 2.8303 0.1941
C -1.2070 3.2068 4.5354
S 0.5708 2.8338 4.7554
C 0.4511 1.2032 5.3760
C 0.7859 0.0927 4.6781
S 1.3953 0.0263 3.1124
S 0.5721 -1.4315 5.5622
C -0.0043 -0.7490 7.0667
S -0.3843 -1.6561 8.4002
S -0.1300 0.9982 7.0321
H -1.2819 4.2472 4.2368
H -1.7122 3.0448 5.4830
H -1.6129 2.5572 3.7653
C 2.9869 -3.3355 -0.4127
C 4.4143 -2.8968 -0.5514
C 5.3953 -3.8201 -0.8733
C 6.7264 -3.4445 -1.0095
C 7.0789 -2.1134 -0.8252
C 6.1087 -1.1868 -0.5062
C 4.7735 -1.5567 -0.3540
Sb 3.2964 -0.0237 0.0279
C 4.1544 1.1001 -1.6539
C 3.7196 0.5637 -2.8617
C 4.1894 1.0071 -4.0806
C 5.1386 2.0238 -4.1168
C 5.5870 2.5635 -2.9244
C 5.1152 2.1204 -1.6936
C 5.6339 2.7755 -0.4485
C 4.1017 0.9156 1.7980
C 3.6599 2.2160 2.0053
C 3.8897 2.8797 3.1919
C 4.5525 2.2272 4.2168
C 4.9565 0.9183 4.0365
C 4.7241 0.2386 2.8477
C 5.0991 -1.2101 2.7566
H 2.9012 -4.4168 -0.5078
H 2.3698 -2.8729 -1.1873
H 2.5864 -3.0393 0.5586
H 5.1218 -4.8583 -1.0223
H 7.4779 -4.1818 -1.2600
H 8.1117 -1.8065 -0.9348
H 6.3875 -0.1493 -0.3649
H 2.9896 -0.2416 -2.8445
H 3.8301 0.5610 -4.9993
H 5.5255 2.3822 -5.0635
H 6.3338 3.3505 -2.9491
H 6.6030 3.2400 -0.6336
H 5.7288 2.0500 0.3587
H 4.9449 3.5559 -0.1172
H 3.0972 2.7101 1.2182
H 3.5219 3.8856 3.3366
H 4.7235 2.7239 5.1634
H 5.4313 0.3914 4.8567
H 5.3869 -1.5886 3.7370
H 5.9299 -1.3630 2.0669
H 4.2465 -1.7916 2.4042
C -0.1904 -0.3486 -3.0478
H 0.5903 -1.0020 -2.6860
H 0.0760 0.6986 -3.1171
*
```

LUMO energy (spin up / spin down)	3.5 / 3.4	eV
frontier orbital gap (spin up / spin down)	3.202 / 2.118	eV
HOMO level (spin up / spin down)	0.25 / 1.31	eV
energy	-4945.06609	Eh
ΔE to the lowest compared entry with this formula, charge and spin	0.893	eV

The following is a quantum chemistry calculation of an isolated ion of composition CN3O3PS and charge -2 in a non-equilibrium geometry, from the Open Molecules 2025 dataset.

```
! RIJCOSX wB97M-V def2-TZVPD def2/J DEFGRID3
* xyz -2 1
C 0.1928 -0.3697 0.0046
N 0.5901 2.1516 1.2982
N 0.9111 2.6552 0.3026
N 1.0943 3.2663 -0.6275
O 0.1995 -2.8485 -0.0181
O -1.9585 -1.3921 0.2911
O -0.9560 -1.7775 -2.0424
P -0.7361 -1.8410 -0.5772
S 0.6627 0.1556 1.3687
*
```

LUMO energy	5.8	eV
frontier orbital gap	6.150	eV
HOMO level	-0.38	eV
energy	-1167.58342	Eh
ΔE to the lowest compared entry with this formula, charge and spin	3.520	eV

The following is a quantum chemistry calculation of C5H10N as an isolated structure in a non-equilibrium geometry, from the Open Molecules 2025 dataset.

```
! RIJCOSX wB97M-V def2-TZVPD def2/J DEFGRID3
* xyz 1 1
C 1.7173 -0.5751 -0.4003
C 0.6758 -1.1887 0.5366
C 0.8763 0.6673 -0.7099
C -0.0693 0.1116 0.2719
C -2.7453 -0.0532 -0.0879
N 0.5585 1.3973 0.5705
H 2.7250 -0.3580 -0.0870
H 1.8442 -1.1623 -1.4183
H 0.2107 -2.1539 0.2551
H 0.8843 -1.2954 1.5941
H 0.6526 1.1071 -1.6842
H -2.6528 0.8645 0.4157
H -3.1438 -1.0114 0.2083
H -2.4469 -0.1672 -1.1601
H 1.1095 1.7609 1.3651
H -0.1961 2.0565 0.3305
*
```

LUMO energy (spin up / spin down)	-4.9 / -3.8	eV
frontier orbital gap (spin up / spin down)	7.938 / 9.651	eV
HOMO level (spin up / spin down)	-12.85 / -13.47	eV
energy	-250.77463	Eh
ΔE to the lowest compared entry with this formula, charge and spin	6.277	eV